No. 1
49
Properties=species:S:1:pos:R:3:forces:R:3:lowdin_charge:R:1 method="wB97M-V/def2-TZVPD" smiles="COc1ccc(/C=N/NC(=O)c2ccc(Cn3cc([N+](=O)[O-])cn3)o2)c(OC)c1C" homo_lumo_gap_ev=7.94 de_lowest_kj_mol=8.4
C 5.5126 -0.0547 0.2513 0.2 -0.1 0.2 -0.068
H 6.3014 -0.5614 -0.3025 0.0 0.0 0.1 0.096
O 4.5458 0.3053 -0.7115 -0.2 0.0 -0.2 -0.081
C 3.3803 0.8496 -0.2812 -0.5 0.2 0.1 -0.246
C 3.1155 1.1908 1.0412 0.4 0.0 -0.1 -0.029
C 1.8760 1.6878 1.3872 -0.2 0.0 -0.3 -0.031
C 0.8676 1.8354 0.4394 0.4 -0.1 -0.3 -0.141
C 1.1620 1.5681 -0.9078 0.0 0.1 0.2 -0.193
C 2.4142 1.0854 -1.2741 0.1 0.0 -0.1 -0.130
C 2.7638 0.8393 -2.7111 0.0 0.1 0.1 -0.009
H 3.8085 1.0874 -2.8802 0.0 0.0 -0.1 0.085
H 2.6247 -0.2107 -2.9695 0.0 -0.1 -0.1 0.085
H 2.1365 1.4483 -3.3567 0.0 0.0 -0.1 0.086
O 0.2472 1.9087 -1.8805 0.5 0.2 0.3 -0.095
C -0.5056 0.8409 -2.4227 -0.2 -0.2 -0.1 -0.067
H -1.0152 1.2474 -3.2953 0.0 -0.1 0.0 0.098
H -1.2405 0.4998 -1.6909 0.1 0.0 -0.1 0.062
H 0.1315 0.0042 -2.7239 0.0 0.1 0.0 0.074
C -0.4490 2.2611 0.8854 -0.6 0.3 0.3 -0.068
N -1.5104 1.7018 0.4694 0.7 -0.3 -0.4 0.075
N -2.6990 2.1279 0.9319 -0.1 1.0 0.7 0.070
C -3.8854 1.4756 0.7673 0.2 0.1 0.1 -0.407
O -4.9206 1.9640 1.1807 0.0 -0.2 -0.1 0.076
C -3.8530 0.1572 0.1227 -1.2 -0.5 -0.1 -0.162
C -4.9104 -0.6820 -0.1332 0.6 0.7 0.2 0.032
C -4.3592 -1.8538 -0.6899 0.7 0.0 0.0 0.006
C -3.0068 -1.6497 -0.7368 -0.6 -0.4 0.0 -0.247
O -2.7002 -0.4388 -0.2473 0.2 -0.4 -0.2 0.035
C -1.8961 -2.5089 -1.2541 -0.4 0.0 -0.3 -0.034
N -0.6322 -2.2107 -0.6292 0.1 0.2 0.6 -0.130
C -0.3811 -1.9547 0.6564 0.6 0.1 0.5 0.053
C 0.9960 -1.7953 0.7538 -1.0 -0.3 -1.2 -0.135
C 1.4791 -1.9772 -0.5591 -0.1 0.0 0.6 -0.052
N 0.4782 -2.2199 -1.3698 0.5 -0.2 -0.9 0.106
H 2.4912 -1.9341 -0.9040 0.2 0.0 -0.1 0.122
N 1.7407 -1.5273 1.9153 0.2 0.0 0.4 -0.362
O 2.9536 -1.5754 1.8286 0.2 -0.1 0.0 0.068
O 1.1297 -1.2674 2.9329 -0.1 0.1 0.3 0.087
H -1.1336 -1.9032 1.4155 -0.2 0.0 0.1 0.148
H -2.1548 -3.5634 -1.0994 0.0 0.2 -0.1 0.143
H -1.7479 -2.3503 -2.3286 0.0 0.0 0.2 0.141
H -4.8885 -2.7269 -1.0112 -0.1 -0.2 -0.1 0.114
H -5.9403 -0.4698 0.0637 -0.2 0.1 0.1 0.122
H -2.7472 2.9821 1.4950 -0.1 -0.3 -0.2 0.164
H -0.4784 3.0517 1.6469 -0.1 0.0 0.0 0.134
H 1.6694 1.9259 2.4201 0.0 0.0 0.1 0.120
H 3.8610 1.0580 1.8071 0.1 -0.1 0.1 0.110
H 5.9300 0.8265 0.7481 0.0 0.0 0.0 0.098
H 5.0889 -0.7341 0.9958 0.1 0.1 0.0 0.081

No. 2
44
Properties=species:S:1:pos:R:3:forces:R:3:lowdin_charge:R:1 method="wB97M-V/def2-TZVPD" smiles="O=C(COc1ccc(OCc2ccccc2)cc1)N[C@H]1CCOC1=O" homo_lumo_gap_ev=8.93 de_lowest_kj_mol=41.2
O -2.8871 -2.4623 1.5679 0.1 -0.2 0.3 0.082
C -2.8861 -2.0353 0.4367 0.1 0.1 -0.5 -0.484
N -3.4239 -0.8515 0.0726 -0.3 0.2 -0.3 0.134
H -3.3887 -0.5868 -0.9011 0.1 -0.1 0.1 0.160
C -3.9888 0.0732 1.0242 0.1 0.1 0.2 -0.183
C -3.0914 1.2873 1.2849 -0.1 0.0 0.0 -0.076
H -3.2045 1.6221 2.3150 0.0 0.0 0.0 0.122
H -2.0430 1.0668 1.0945 0.0 0.0 0.1 0.113
C -3.6439 2.3340 0.3109 0.6 0.2 0.0 -0.142
H -3.0911 2.3453 -0.6352 -0.1 0.0 0.1 0.126
H -3.6590 3.3441 0.7234 0.0 -0.1 -0.1 0.127
O -4.9889 1.9601 0.0378 -0.4 0.4 -0.2 0.045
C -5.2514 0.7046 0.4127 0.0 -0.7 0.3 -0.445
O -6.3066 0.1728 0.2470 -0.1 0.1 -0.1 0.147
H -4.2171 -0.5039 1.9242 -0.1 0.2 -0.2 0.162
C -2.2587 -2.7865 -0.7421 0.0 -0.3 0.2 -0.095
O -1.8316 -1.9348 -1.7780 0.0 0.2 -0.2 -0.057
C -0.8245 -1.0384 -1.5044 0.2 0.1 0.0 -0.276
C -0.1605 -0.9297 -0.2926 -0.3 -0.3 -0.2 -0.007
C 0.8338 0.0230 -0.1197 0.2 0.3 0.0 0.000
C 1.1731 0.8839 -1.1536 -0.3 -0.2 0.0 -0.277
C 0.4987 0.7726 -2.3719 0.2 0.1 0.2 0.006
C -0.4841 -0.1737 -2.5452 -0.1 -0.2 0.1 0.002
H -1.0031 -0.2678 -3.4858 -0.1 0.0 -0.1 0.121
H 0.7677 1.4436 -3.1720 0.0 0.1 -0.1 0.121
O 2.1206 1.8625 -1.0891 0.0 0.0 -0.2 -0.051
C 2.8869 1.9884 0.0892 0.2 0.2 0.2 -0.150
C 3.7762 0.8024 0.3784 0.0 0.0 0.0 -0.225
C 4.1341 0.4978 1.6853 -0.1 0.1 -0.1 -0.050
C 4.9616 -0.5787 1.9498 0.1 0.0 0.1 -0.083
C 5.4321 -1.3647 0.9114 0.1 -0.1 0.1 -0.090
C 5.0774 -1.0659 -0.3927 0.0 0.0 -0.1 -0.073
C 4.2569 0.0156 -0.6591 0.0 0.1 0.0 -0.028
H 3.9807 0.2523 -1.6761 0.0 0.0 -0.1 0.121
H 5.4421 -1.6748 -1.2065 0.0 -0.1 -0.1 0.104
H 6.0733 -2.2083 1.1193 0.0 -0.1 0.0 0.101
H 5.2352 -0.8073 2.9693 0.0 0.0 0.1 0.102
H 3.7632 1.1072 2.4979 -0.1 0.0 0.1 0.113
H 3.5076 2.8742 -0.0902 -0.2 -0.1 0.1 0.140
H 2.2383 2.1980 0.9519 0.1 0.0 -0.1 0.131
H 1.3394 0.0667 0.8315 0.1 0.0 0.1 0.113
H -0.3973 -1.5770 0.5369 0.0 -0.1 0.1 0.116
H -3.0218 -3.4305 -1.1895 0.1 0.1 0.1 0.145
H -1.4458 -3.4205 -0.3684 -0.1 0.1 0.0 0.140

No. 3
49
Properties=species:S:1:pos:R:3:forces:R:3:lowdin_charge:R:1 method="wB97M-V/def2-TZVPD" total_charge=-2 homo_lumo_gap_ev=4.78 de_lowest_kj_mol=53.4
Au -0.8405 0.3499 1.1510 -0.3 -0.1 0.4 0.818
Br -6.9016 -0.6627 -2.4301 0.0 0.1 0.0 0.590
C -5.1788 -0.9880 -1.6928 -0.4 -0.4 -0.2 -0.796
C -4.7078 -2.2763 -1.5721 -0.5 0.1 -0.2 -0.789
Br -5.7925 -3.7495 -2.1169 0.1 0.0 0.0 0.590
C -3.4362 -2.4805 -1.0431 0.0 -0.6 0.0 -0.651
Br -2.7510 -4.2523 -0.8435 0.1 0.1 0.0 0.642
C -2.5852 -1.4535 -0.6164 0.2 -0.2 0.0 -0.502
O -1.4229 -1.6707 -0.1704 0.1 0.0 0.0 -0.199
C -3.1207 -0.0949 -0.6842 -0.3 -0.1 -0.1 -0.457
O -2.4452 0.9037 -0.2339 0.8 0.1 0.4 -0.268
C -4.3794 0.0697 -1.2457 -0.1 0.5 -0.1 -0.643
Br -5.0221 1.8688 -1.3678 0.1 -0.1 0.1 0.653
Cl 2.2065 4.3058 6.4130 0.1 0.2 0.2 0.582
C 1.6892 3.0440 5.3225 0.0 -0.1 -0.1 -0.698
C 0.4095 3.0832 4.7905 0.2 0.1 0.2 -0.119
C 0.0025 2.0740 3.9486 0.0 -0.2 0.0 -0.083
C 0.8324 0.9883 3.6300 0.4 0.4 0.5 -0.376
C 0.3637 -0.1188 2.8009 -0.5 -0.3 -0.7 -0.304
C 2.1272 1.0110 4.1670 -0.3 -0.2 -0.1 -0.088
C 2.5594 2.0206 5.0041 0.0 0.2 0.2 -0.154
H -0.2557 3.8986 5.0325 0.0 0.1 0.0 0.098
H -0.9775 2.1244 3.4982 -0.1 -0.1 -0.1 0.098
H -0.3643 -0.7011 3.3735 0.0 -0.1 0.1 0.034
H 1.1935 -0.7864 2.5613 0.0 -0.1 -0.1 0.027
H 2.8107 0.2012 3.9451 0.0 -0.1 -0.1 0.105
H 3.5547 2.0060 5.4283 0.1 0.0 0.0 0.094
C 4.0808 2.0706 1.7207 0.2 0.1 -0.3 -0.118
C 3.8651 3.1167 0.6384 0.0 -0.1 0.0 -0.314
C 2.5134 3.7808 0.7921 -0.3 -0.5 0.0 -0.324
S 1.0017 2.6408 0.8791 2.1 0.1 -0.7 0.827
O -0.0497 3.6593 0.8734 -1.4 0.9 0.2 -0.534
C 1.1678 1.9624 -0.8495 -0.1 -0.2 0.4 -0.342
C 0.0024 2.3673 -1.7325 -0.1 0.2 0.1 -0.299
C 0.1650 3.7940 -2.2396 0.0 -0.2 0.0 -0.121
H 5.0443 1.5782 1.6030 0.1 -0.1 0.0 0.067
H 3.2922 1.3272 1.6576 0.0 -0.2 0.2 0.056
H 4.0408 2.5252 2.7070 -0.1 0.0 0.1 0.063
H 3.9470 2.6449 -0.3437 0.0 0.0 0.0 0.086
H 4.6515 3.8799 0.6895 0.0 0.0 -0.1 0.099
H 2.3020 4.4916 -0.0038 -0.1 0.1 -0.1 0.075
H 2.4577 4.2956 1.7500 -0.1 0.1 0.1 0.079
H 1.1831 0.8836 -0.6980 0.0 -0.1 0.0 0.064
H 2.1134 2.2783 -1.2887 0.1 0.1 0.0 0.063
H -0.9269 2.2815 -1.1640 0.0 -0.1 -0.1 0.074
H -0.0601 1.6713 -2.5788 0.0 0.0 0.2 0.115
H 0.1762 4.4867 -1.4018 0.0 0.1 0.0 0.053
H -0.6608 4.0597 -2.8955 -0.1 0.1 -0.1 0.064
H 1.0991 3.8898 -2.7966 0.1 0.1 -0.1 0.061

No. 4
53
Properties=species:S:1:pos:R:3:forces:R:3:lowdin_charge:R:1 method="wB97M-V/def2-TZVPD" total_charge=+1 homo_lumo_gap_ev=7.13 de_lowest_kj_mol=0.0
C -0.3524 4.3854 0.7222 0.3 0.1 0.2 -0.044
C 0.4512 3.1441 0.3614 0.3 0.3 0.0 -0.204
O -0.4661 2.0452 0.0524 -0.1 -0.2 0.1 -0.029
C -0.3783 0.9227 0.7364 -0.1 0.1 0.1 -0.347
N -1.4281 0.6352 1.4883 0.1 0.2 -0.1 0.181
N -1.4046 -0.4928 2.1447 0.2 -0.2 -0.1 -0.490
Cl -2.8046 -0.8071 3.0518 0.1 -0.1 0.0 0.887
C -0.4124 -1.3767 2.1400 -0.1 -0.2 0.1 -0.007
C 0.7234 -1.1284 1.3808 0.0 -0.3 0.2 -0.055
B 1.9313 -2.1758 1.3629 0.3 0.0 -0.2 -0.682
O 1.6687 -3.3865 0.8212 -0.1 0.0 0.3 0.219
O 3.1497 -1.8670 1.8445 -0.1 -0.2 0.3 0.057
C 3.4102 -0.7626 2.7104 0.2 0.2 0.0 -0.040
C 0.7292 0.0296 0.6474 -0.1 0.4 0.0 -0.483
Br 2.1245 0.4650 -0.4774 0.1 0.1 -0.3 1.115
H -0.2297 4.6431 1.7753 -0.1 -0.1 0.0 0.080
H 0.0090 5.2400 0.1486 -0.1 -0.1 0.0 0.084
H -1.4106 4.2355 0.5183 0.0 0.0 -0.1 0.087
H 1.1138 2.8409 1.1758 -0.1 -0.1 0.0 0.117
H 1.0724 3.2986 -0.5199 -0.2 -0.1 0.0 0.110
H -0.5464 -2.2759 2.7268 -0.1 0.1 0.0 0.150
H 2.3840 -4.0166 0.9868 0.0 0.0 -0.2 0.136
H 4.4117 -0.8932 3.1149 -0.1 0.0 0.0 0.105
H 3.3838 0.1771 2.1528 0.0 -0.1 0.1 0.073
H 2.7027 -0.7358 3.5416 0.0 0.0 -0.1 0.101
C 7.1884 -1.1530 -4.8699 0.0 0.0 0.0 -0.057
C 5.9192 -0.7491 -5.2640 0.0 0.0 0.0 -0.055
C 5.1457 0.0323 -4.4221 0.0 0.0 -0.1 0.001
C 5.6726 0.3917 -3.1943 0.0 0.1 0.0 -0.151
C 6.9329 0.0017 -2.7771 0.1 0.0 0.0 0.001
C 7.6926 -0.7809 -3.6302 0.0 0.0 0.0 -0.056
N 4.8661 1.2304 -2.2992 0.0 0.1 0.0 -0.358
O 3.7447 1.5503 -2.6666 0.0 -0.1 0.0 -0.024
O 5.3428 1.5630 -1.2334 0.0 -0.1 0.0 0.066
H 7.7896 -1.7589 -5.5343 0.0 0.0 0.0 0.113
H 5.5315 -1.0389 -6.2305 0.0 0.0 0.0 0.113
H 4.1587 0.3601 -4.7106 0.0 0.0 0.0 0.120
H 7.3078 0.3063 -1.8119 0.0 0.0 0.0 0.121
H 8.6812 -1.0966 -3.3278 0.0 0.0 0.0 0.113
C -6.0249 -0.1649 2.1641 -0.1 0.0 0.0 -0.114
C -5.9002 -0.6565 0.8719 0.0 0.0 0.0 -0.078
C -7.0165 -1.1152 0.1913 0.1 0.0 0.0 0.001
C -8.2394 -1.0665 0.8316 0.0 0.0 0.0 -0.138
C -8.3899 -0.5845 2.1175 0.0 0.0 0.1 0.006
C -7.2650 -0.1300 2.7878 0.0 0.0 0.0 -0.059
N -9.4369 -1.5455 0.1065 0.0 0.0 0.0 -0.352
O -9.2713 -1.9810 -1.0133 0.0 0.0 0.0 0.085
O -10.5023 -1.4663 0.6783 0.0 0.0 0.0 0.090
H -5.1524 0.2038 2.6843 -0.1 0.1 0.0 0.039
H -4.9336 -0.6797 0.3853 0.0 0.0 0.0 0.097
H -6.9472 -1.5012 -0.8142 0.0 0.0 0.0 0.121
H -9.3659 -0.5670 2.5783 0.0 0.0 0.0 0.123
H -7.3604 0.2523 3.7947 0.0 0.0 0.0 0.111